ORCA calculation (ωB97M-V/def2-TZVPD) on C14H10ClF9OTl as an isolated structure in a non-equilibrium geometry.

Structure (XYZ):
```
36
Properties=species:S:1:pos:R:3:lowdin_charge:R:1
Tl 2.232 0.923 -0.533 0.7900
Cl 2.353 1.390 -3.068 -0.3802
F 3.359 2.819 1.157 0.0465
F 1.897 3.677 3.936 0.1288
F 2.798 1.125 4.924 0.1212
F 3.970 0.725 1.559 0.0287
F 0.965 3.631 1.946 0.1167
F 4.292 2.271 3.073 0.1533
F 0.876 0.226 4.383 0.1409
F 2.727 -0.550 3.493 0.1270
F -0.004 2.624 3.632 0.1367
O 1.173 0.967 1.684 -0.2633
C -0.263 -2.518 0.403 -0.0924
C -1.354 2.173 -0.048 -0.0843
C 0.833 -1.918 -1.541 -0.1537
C -0.418 -2.334 -1.012 -0.1109
C 1.941 1.547 2.640 -0.3679
C -2.012 0.747 -1.739 -0.0678
C 1.766 -1.847 -0.458 -0.2200
C 1.203 2.892 3.066 -0.4816
C 2.085 0.588 3.887 -0.4826
C -2.699 0.363 -0.542 -0.1179
C -2.281 1.247 0.506 -0.0699
C 3.407 1.853 2.150 -0.4976
C 1.076 -2.193 0.744 -0.1236
C -1.180 1.864 -1.427 -0.1286
H 2.834 -1.654 -0.535 0.0631
H -0.518 2.375 -2.126 0.0690
H -3.369 -0.486 -0.441 0.0797
H -1.025 -2.882 1.087 0.0896
H -0.834 2.959 0.494 0.0904
H -1.312 -2.525 -1.590 0.0857
H 1.054 -1.685 -2.582 0.0831
H 1.509 -2.158 1.750 0.0900
H -2.046 0.256 -2.706 0.1032
H -2.574 1.216 1.554 0.0983
```

The HOMO energy (spin up / spin down) is -4.336 / -4.367 eV. The total charge is -1. Its total energy is -58400.39101 eV. Its LUMO energy (spin up / spin down) is 0.029 / 0.037 Ha.

---

ORCA calculation (ωB97M-V/def2-TZVPD) on C14H10CoN3O4S as an isolated structure.

Structure (XYZ):
```
33
Properties=species:S:1:pos:R:3:mulliken_spin:R:1
Co 1.171 -0.322 -0.400 2.7581
S 0.986 1.945 -0.070 0.0956
O -0.334 -0.473 3.096 0.0126
O 4.251 -1.559 -2.459 0.0143
O 1.113 -0.937 1.476 0.0466
O 2.322 -1.189 -1.708 0.0574
N -0.729 -1.093 -0.819 0.0314
N 3.616 -1.029 -1.585 -0.0036
N -2.803 -1.600 -0.256 0.0025
C 2.199 3.288 1.955 0.0030
C 1.548 2.100 1.602 -0.0163
C -3.360 -1.740 -3.923 0.0010
C 1.314 1.158 2.618 0.0196
C 2.358 2.608 4.254 0.0054
C -1.553 -1.297 0.177 -0.0003
C -2.036 -1.427 -4.271 -0.0010
C 0.627 -0.167 2.386 -0.0054
C -1.469 -1.273 -1.978 -0.0142
C 2.606 3.539 3.254 -0.0027
C -1.074 -1.191 -3.309 0.0061
C -3.759 -1.831 -2.603 -0.0022
C -2.786 -1.592 -1.639 -0.0036
C 1.704 1.432 3.925 -0.0055
H 2.383 4.019 1.178 -0.0027
H -1.767 -1.373 -5.318 0.0000
H -4.779 -2.077 -2.337 0.0000
H -4.084 -1.917 -4.708 0.0001
H -3.589 -1.775 0.343 -0.0004
H -1.288 -1.227 1.227 0.0019
H -0.045 -0.964 -3.560 0.0020
H 1.476 0.700 4.690 -0.0001
H 2.666 2.797 5.275 0.0006
H 3.115 4.468 3.486 -0.0004
```

As for the spin multiplicity: 4. The HOMO energy (spin up / spin down) is -4.428 / -4.509 eV. The total charge is -1. Its total energy is -75805.43692 eV. Its LUMO energy (spin up / spin down) is 0.095 / 0.095 Ha.

---

Which value of total charge does entry 1 give?
-1

---

Look up the total charge of the second one.
-1

---

total charge of number 1 (C14H10ClF9OTl)?
-1

---

What is the total charge in the second record?
-1